C3H4InO4 | ωB97M-V/def2-TZVPD

Each line ends with the Löwdin spin population.
Atoms and positions in Å:
O 0.84132 0.26656 -1.33100  0.004
C -1.36849 0.23053 0.22163  0.041
C 1.44264 -0.60092 -0.39310  0.000
O -2.48474 -0.09514 -0.27729  0.135
O -0.66013 -0.68989 0.86639  0.014
C 0.71843 -0.57181 0.90737  0.001
H 2.49759 -0.34120 -0.20590  0.000
H 1.39987 -1.61490 -0.83050  0.000
H 1.15301 -0.97297 1.82229  0.000
In -2.90434 1.77948 -0.25094  0.668
O -1.10228 1.49242 0.33317  0.136
H 0.46711 1.11784 -0.86211  0.001

Computed properties:
HOMO-LUMO gap (alpha / beta) = 6.897 / 7.920 eV
⟨S²⟩ = 0.75
multiplicity = 2
energy above the lowest of the compared OMol25 structures with the same formula, charge and spin = 178.2 kJ/mol
total charge = +2

C3H4KO3 | ωB97M-V/def2-TZVPD

Each line ends with the natural charge from an NBO analysis.
Atoms and positions in Å:
O -0.60354 -0.94940 -0.61669  -0.565
C -1.57184 -0.14632 -1.22528  0.973
O -2.15948 0.66544 -0.46858  -0.941
O -1.71079 -0.32624 -2.42987  -0.706
C 0.01096 -0.45716 0.50519  0.104
H -0.44339 -0.76369 1.45378  0.144
C 1.13320 0.26392 0.44326  -0.459
H 1.56577 0.54975 -0.51755  0.223
H 1.62326 0.57911 1.36487  0.198
K -1.85285 2.22825 1.22628  0.856
H 4.00871 -1.64366 0.26461  -0.828

Computed properties:
HOMO-LUMO gap (alpha / beta) = 1.835 / 1.825 eV
energy above the lowest of the compared OMol25 structures with the same formula, charge and spin = 193.1 kJ/mol
total charge = -1

C3H4KO5 | ωB97M-V/def2-TZVPD

Each line ends with the Mulliken charge.
Atoms and positions in Å:
O -2.23333 -0.89989 0.75902  -0.656
C -1.52592 -0.24098 -0.05073  0.398
O 0.71581 -0.18061 -1.09486  -0.779
C 1.59835 0.15257 0.78170  0.957
C -0.40215 -0.95514 -0.80945  -0.624
O 2.39417 1.09471 0.49018  -0.817
O 1.97729 -0.88879 1.34243  -0.578
H -2.12896 0.40437 -0.73940  0.230
H 0.02613 -1.61796 -0.02941  0.230
H -0.79405 -1.56385 -1.64527  0.253
K 1.32765 2.17476 -1.43961  0.919
O -0.13600 0.92042 1.10775  -0.741
H -0.81900 1.60038 1.32765  0.208

Computed properties:
HOMO-LUMO gap = 5.328 eV
energy above the lowest of the compared OMol25 structures with the same formula, charge and spin = 204.8 kJ/mol
total charge = -1

What is the formula in the first record? C3H4InO4

The highest total charge belongs to which entry? C3H4InO4

Which of these has the lowest energy above the lowest of the compared OMol25 structures with the same formula, charge and spin? C3H4InO4

Which formula does entry 1 have? C3H4InO4